A 3-piece molecular cluster, C27H55BrN6O6P overall in a non-equilibrium geometry, computed with ωB97M-V with the def2-TZVPD basis set.

CARTESIAN COORDINATES (ANGSTROEM)
C1 -2.67 -4.95 -4.57
C2 -2.07 -4.82 -5.75
O1 -2.55 -4.06 -6.82
C3 -1.96 -2.83 -6.92
O2 -1.72 -2.32 -7.98
C4 -1.58 -2.07 -5.65
C5 -0.25 -2.16 -5.20
C6 0.12 -1.51 -4.08
N1 -0.72 -0.77 -3.35
C7 -0.32 -0.09 -2.10
Br1 1.26 -0.86 -1.25
C8 -0.04 1.45 -2.31
C9 0.28 1.85 -3.77
C10 -2.00 -0.62 -3.76
C11 -2.97 0.26 -2.97
C12 -4.05 -0.53 -2.11
N2 -3.88 -1.98 -2.07
N3 -3.86 -0.05 -0.72
N4 -5.44 -0.26 -2.47
C13 -2.47 -1.26 -4.92
P1 -4.23 -1.06 -5.52
C14 -5.09 -2.68 -5.76
C15 -4.10 -0.12 -7.11
H1 -2.06 -5.05 -3.67
H2 -3.76 -5.00 -4.45
H3 -1.14 -5.39 -5.89
H4 0.45 -2.77 -5.78
H5 1.16 -1.61 -3.78
H6 -1.12 -0.13 -1.35
H7 0.84 1.70 -1.71
H8 -0.86 2.03 -1.87
H9 0.19 2.94 -3.83
H10 -0.41 1.44 -4.52
H11 1.34 1.64 -4.01
H12 -2.46 1.01 -2.36
H13 -3.52 0.83 -3.74
H14 -4.07 -2.42 -2.96
H15 -2.99 -2.26 -1.68
H16 -4.59 0.63 -0.53
H17 -3.95 -0.85 -0.10
H18 -5.53 0.49 -3.15
H19 -5.83 -1.11 -2.85
H20 -4.86 -3.20 -6.69
H21 -4.90 -3.29 -4.87
H22 -6.17 -2.46 -5.78
H23 -3.73 -0.72 -7.95
H24 -3.38 0.70 -6.94
H25 -5.07 0.34 -7.36
C16 2.31 -3.88 6.08
O3 2.68 -4.02 4.72
C17 1.69 -4.62 3.91
C18 1.07 -3.61 2.96
N5 0.25 -2.64 3.67
C19 -0.14 -1.47 2.87
C20 0.97 -0.58 2.32
O4 1.68 0.16 3.30
C21 2.71 -0.56 3.95
H26 3.21 -3.61 6.64
H27 1.57 -3.08 6.21
H28 1.92 -4.81 6.49
H29 0.92 -5.12 4.50
H30 2.19 -5.38 3.31
H31 0.45 -4.13 2.22
H32 1.90 -3.12 2.42
H33 0.75 -2.31 4.48
H34 -0.78 -0.86 3.51
H35 -0.77 -1.82 2.04
H36 0.48 0.18 1.69
H37 1.66 -1.11 1.66
H38 3.19 -1.29 3.29
H39 2.33 -1.06 4.84
H40 3.46 0.15 4.28
C22 4.00 5.16 1.62
O5 2.92 4.45 2.20
C23 3.28 3.17 2.73
C24 3.23 3.19 4.25
N6 4.31 4.00 4.81
C25 4.17 4.29 6.23
C26 2.94 5.09 6.69
O6 2.92 6.44 6.26
C27 2.45 6.65 4.94
H41 3.59 6.00 1.07
H42 4.68 5.55 2.39
H43 4.56 4.53 0.92
H44 4.25 2.83 2.36
H45 2.52 2.47 2.38
H46 3.32 2.17 4.62
H47 2.25 3.58 4.54
H48 4.36 4.87 4.31
H49 5.06 4.86 6.52
H50 4.21 3.35 6.79
H51 2.98 5.13 7.78
H52 2.00 4.59 6.44
H53 1.67 5.93 4.67
H54 3.27 6.61 4.22
H55 2.02 7.65 4.90

Calculated values
spin multiplicity: 1
LUMO level: -0.15643 Ha
gap between HOMO and LUMO: 5.55 eV
total charge: +1